*P*
DFT (wB97M-V/def2-TZVPD) results for 16 unconnected molecules or ions with the total composition H32O16.

```
48
H32O16 wB97M-V/def2-TZVPD
O -3.190 0.997 0.634
H -4.022 0.705 1.026
H -2.612 0.487 1.245
O 1.299 -0.827 -1.973
H 0.812 -1.566 -2.354
H 1.835 -0.381 -2.617
O -0.535 2.140 0.526
H -1.461 1.851 0.624
H -0.463 2.579 -0.320
O 0.780 3.921 2.256
H 0.096 4.615 2.266
H 0.355 3.187 1.776
O 2.105 0.951 2.538
H 1.320 1.070 3.104
H 1.922 0.033 2.305
O -0.536 1.419 3.490
H -1.209 2.145 3.417
H -1.063 0.783 3.004
O 2.493 2.074 -0.287
H 2.161 2.398 0.531
H 2.503 2.917 -0.766
O -0.125 -0.347 0.189
H 0.503 -0.538 -0.536
H -0.067 0.621 0.337
O 3.187 -0.773 0.052
H 2.461 -1.305 -0.348
H 2.924 0.115 -0.205
O -2.352 0.556 -2.569
H -1.679 0.987 -2.106
H -2.429 1.131 -3.356
O -2.821 -1.789 -1.103
H -3.069 -2.135 -1.924
H -2.514 -0.861 -1.219
O 1.195 -1.777 2.230
H 0.601 -1.858 3.004
H 0.517 -1.686 1.539
O -0.498 -2.955 -2.378
H -1.086 -2.411 -1.849
H -0.770 -3.157 -3.246
O 2.090 -3.182 -0.723
H 2.729 -3.489 -0.040
H 1.135 -3.463 -0.554
O 0.232 1.958 -2.479
H 0.733 2.317 -3.188
H 0.542 1.089 -2.319
O -1.034 -3.004 0.706
H -1.564 -2.473 0.132
H -1.431 -3.069 1.524
```

Results
LUMO (eV): -0.415

*Q*
DFT (wB97M-V/def2-TZVPD) results for 16 unconnected molecules or ions with the total composition H32O16.

```
48
H32O16 wB97M-V/def2-TZVPD
O -3.150 1.076 0.747
H -3.900 1.607 0.422
H -2.523 1.758 0.658
O -2.367 -1.288 1.773
H -1.468 -1.151 2.117
H -2.644 -0.390 1.433
O 3.773 -1.297 -0.153
H 2.944 -0.969 -0.398
H 4.155 -0.471 0.130
O 1.622 -2.654 1.203
H 1.357 -1.844 0.699
H 1.063 -2.753 1.915
O 0.072 -0.611 3.192
H -0.448 0.065 3.584
H 0.763 -0.003 2.840
O -2.197 2.750 -1.527
H -1.563 2.063 -1.654
H -1.651 3.505 -1.355
O -1.261 -1.641 -2.594
H -0.886 -2.506 -2.734
H -1.437 -1.736 -1.630
O -0.450 0.764 -2.294
H 0.229 1.156 -2.848
H -0.609 -0.121 -2.617
O -1.137 2.709 1.411
H -0.205 2.614 1.236
H -1.210 3.557 1.780
O -1.699 1.379 3.694
H -1.341 2.129 4.115
H -1.562 1.632 2.756
O 1.474 -0.894 -3.998
H 1.233 -1.359 -3.198
H 2.303 -1.133 -4.397
O 1.345 2.439 0.969
H 1.513 3.418 1.138
H 1.661 1.908 1.669
O -0.886 -3.183 -0.267
H -0.223 -3.855 0.016
H -1.441 -3.127 0.482
O 1.409 -2.192 -1.616
H 0.591 -2.321 -1.154
H 1.703 -2.987 -2.065
O 2.281 1.114 -1.318
H 1.677 1.812 -1.267
H 3.033 1.369 -0.761
O 0.127 -0.447 0.134
H 0.431 -0.077 -0.710
H -0.512 0.192 0.440
```

Results
LUMO (eV): -1.024

Short version: *P* is the most stable of them.

*P*
DFT (wB97M-V/def2-TZVPD) results for a single C6H8S molecule.

```
15
C6H8S wB97M-V/def2-TZVPD
C -1.211 -1.632 0.459
C -0.776 -0.372 1.074
C 0.260 0.219 0.338
C 1.074 1.366 0.739
C 0.477 -0.340 -0.917
C 1.112 -0.534 -1.948
H -0.690 -2.203 -0.463
H -1.595 -2.310 1.377
H -2.299 -1.327 -0.145
H -1.132 -0.118 2.102
H 2.132 1.438 0.814
H 0.452 1.623 1.701
H 0.248 2.110 -1.665
H 1.356 -0.769 -3.063
S 0.593 2.850 -0.402
```

Results
LUMO (eV): 0.499
SMILES: C#C/C(=C\C)CS

*Q*
DFT (wB97M-V/def2-TZVPD) results for a single C6H8S molecule.

```
15
C6H8S wB97M-V/def2-TZVPD
C 1.874 1.698 0.430
C 2.909 1.908 -0.222
C 0.958 1.216 1.507
C -0.494 1.377 0.966
C 0.002 -0.800 -0.680
C 0.083 -2.251 -1.057
S -1.275 -0.091 0.384
H 1.118 0.212 1.983
H 1.083 2.012 2.351
H -1.129 1.553 1.818
H -0.729 2.159 0.229
H 0.947 -0.222 -0.482
H -0.519 -2.597 -2.011
H -0.426 -2.925 -0.337
H 1.049 -2.785 -1.236
```

Results
LUMO (alpha / beta) (eV): -3.160 / -2.765

Short version: *P* is the most stable of them.